(1)
16
Properties=species:S:1:pos:R:3:forces:R:3 method="wB97M-V/def2-TZVPD" s2=2.0098 spin_multiplicity=3 max_force_ev_per_a=7.07 total_charge=+1 lumo_energy_ev="-2.63 / -6.23"
N -0.451359 1.527834 0.124308 1.9931 -1.8567 4.8103
H 2.737436 0.150120 -0.048655 1.4089 -0.9551 -0.6915
H -3.868078 1.883717 3.369913 -0.5948 -0.1764 0.0209
H -0.556799 -1.808138 -2.631863 -0.2433 0.2827 -0.1639
H 1.547467 -2.265799 -0.328385 -0.0940 -0.4132 -0.1745
C 0.781737 -1.814696 -0.951522 -0.3000 6.2017 3.3854
C 0.186091 -2.338544 -2.081770 -0.5665 -0.4237 -0.9277
H -0.277568 2.495606 0.177709 1.0508 1.5933 -0.8351
H 0.489707 -3.286632 -2.365349 0.2496 -1.7138 -0.7440
S 2.236663 1.089470 0.681814 -1.1966 0.3298 0.1390
N -2.304883 1.226112 1.999037 0.0211 -0.3862 -0.1346
H -1.009798 1.410124 1.062401 0.3943 -0.4148 -1.5132
C 0.700095 0.477042 0.098361 0.0062 3.3748 2.1114
N 0.376271 -0.536460 -0.604938 0.1905 -5.3957 -3.1330
C -3.206110 1.487956 2.637055 0.0756 0.5780 0.7813
H -1.035272 1.245297 -0.567147 -2.3949 -0.6248 -2.9309

(2)
8
Properties=species:S:1:pos:R:3:forces:R:3 method="wB97M-V/def2-TZVPD" smiles=C1CN1 max_force_ev_per_a=2.91 lumo_energy_ev=1.34
H 1.208074 -0.637214 -0.983480 0.3733 0.0033 0.2097
H -1.136074 -0.497726 0.889270 -0.8837 -0.0517 1.4006
H 1.226696 -0.343996 0.879207 0.2581 -0.4057 -0.1558
C -0.748118 -0.233432 -0.043220 -0.4426 -1.5127 -1.3133
N -0.028564 0.941452 -0.261755 0.8316 2.7904 0.0127
H 0.076290 1.606879 0.518119 -0.3391 -0.7009 -0.4744
H -1.340606 -0.576553 -0.914320 0.4468 0.1019 0.6448
C 0.742304 -0.259407 -0.083819 -0.2445 -0.2246 -0.3244

(3)
21
Properties=species:S:1:pos:R:3:forces:R:3 method="wB97M-V/def2-TZVPD" s2=0.7534 spin_multiplicity=2 max_force_ev_per_a=5.36 total_charge=-2 lumo_energy_ev="7.08 / 6.98"
O -1.799580 -3.171731 0.123271 -0.4050 0.0741 -0.3178
H 0.101157 -2.480504 -0.383482 0.3479 0.0760 -0.5739
N 1.173748 3.428398 -0.706953 -0.0136 0.9360 -0.5323
C 1.664387 1.352079 -0.244943 4.3971 -1.7280 0.3754
H -2.560718 -1.695249 -1.124829 -0.1922 0.2110 0.1966
H 1.713892 1.227128 -1.324313 -0.2045 -0.1200 0.5125
H -3.173678 -1.722692 0.614163 -0.4265 0.0891 -0.3904
H 0.419794 0.356027 1.514458 0.9436 1.2518 0.4638
H 1.756357 4.110960 -0.216673 -0.1254 0.0667 0.1515
H 1.130656 -1.820083 0.806717 -0.0141 0.5539 -0.7112
C -1.308293 -0.781493 0.476683 -0.1647 -0.5561 0.6103
N -0.102674 -0.420924 -0.296020 0.8530 -0.3524 1.0412
H 1.619116 -1.567275 -0.925150 -0.1408 0.1977 -0.0170
H -1.855873 0.109084 0.845005 0.1433 0.0624 -0.8294
C 0.759602 -1.606125 -0.252131 -0.5747 -1.0651 0.9455
H -0.969740 -1.242257 1.443097 -0.0379 0.0288 -0.2135
H 0.216483 1.612262 -0.122022 -1.9731 -0.4947 2.7704
C -2.300057 -1.919426 -0.060530 1.4378 0.1032 0.7868
H 2.597963 1.674899 0.233256 -0.2716 0.0461 -0.1783
H 0.282698 3.891148 -0.892977 -0.1983 0.2934 0.0505
C 0.634760 0.665775 0.493373 -3.3804 0.3260 -4.1410

(4)
15
Properties=species:S:1:pos:R:3:forces:R:3 method="wB97M-V/def2-TZVPD" smiles=CC(C)CC#N max_force_ev_per_a=3.43 lumo_energy_ev=0.93
H -0.163175 -1.653902 0.234279 0.3489 0.4379 -0.0359
H 1.814001 -0.622702 1.104852 0.0846 0.2727 -0.2383
H 0.151406 -0.948540 -2.149592 -0.0625 0.1263 0.1773
H 1.559618 1.100682 0.409956 -0.2689 -3.3536 -0.6542
N 0.467559 2.089962 1.044252 -2.0293 1.8302 0.9601
C -1.065624 0.136929 0.957077 -0.0893 0.0241 0.1099
C -0.521119 1.485442 1.117178 0.8807 0.1444 -0.1530
H 2.008944 -0.295912 -0.641614 0.0937 -0.4227 -0.0338
H -1.056847 -0.314447 1.954628 -0.0429 -0.0504 -0.1413
H -1.526139 -0.715532 -1.641811 0.2074 0.0703 0.1279
H -2.093195 0.114741 0.583245 0.1924 0.0098 0.0209
C -0.058632 -0.578895 -0.007876 0.1893 0.2896 -0.0036
H -0.424288 0.675139 -1.735076 -0.0261 -0.0954 -0.0392
C 1.400992 -0.088676 0.236163 0.4945 0.6087 -0.0908
C -0.493502 -0.384289 -1.465659 0.0276 0.1082 -0.0060

(5)
9
Properties=species:S:1:pos:R:3:forces:R:3 method="wB97M-V/def2-TZVPD" max_force_ev_per_a=2.38 lumo_energy_ev=-1.87
H 1.118110 -0.278746 -0.319463 -1.4457 0.7892 1.5328
S -5.143149 -0.199235 -0.231726 0.8794 -0.5067 -1.4449
H -0.618243 -0.785922 -0.035040 1.1419 0.4144 0.4335
H 0.063586 0.042394 1.330212 0.9373 0.0718 -0.6184
O -5.479510 0.176193 1.112028 0.2157 0.0475 0.8312
S -0.692091 1.452200 -0.432806 0.4040 1.0370 0.3639
H -1.116140 0.772581 -1.462977 -0.4393 -0.0634 -0.9604
C 0.137871 0.014288 0.227687 -0.5161 -2.1905 -0.7673
S -3.404365 -0.862419 -0.678567 -1.1773 0.4008 0.6296

(6)
33
Properties=species:S:1:pos:R:3:forces:R:3 method="wB97M-V/def2-TZVPD" max_force_ev_per_a=4.07 lumo_energy_ev="0.10 / -0.57"
H 2.773483 2.127828 -1.344710 2.5960 0.0995 -2.0253
C 2.034391 2.337128 -0.681473 -3.2215 -0.2193 -0.8921
H -1.723041 0.271472 -2.267386 0.2694 -0.1434 0.1442
C 2.921876 -1.346281 -0.320112 2.2740 -1.9411 -2.6017
H 2.899852 -1.623482 -1.434024 0.2859 0.3405 1.2388
H 1.229646 2.785197 -1.366845 0.5847 -0.6778 1.4936
H -3.367232 -1.039383 0.825148 -0.3185 -0.0008 -0.0460
C -0.632755 0.489103 -0.196157 -2.2717 1.2274 -2.4176
H 3.879168 -1.864033 0.108809 -1.8492 0.7874 -0.7272
N -1.356365 -3.888455 -0.887443 -0.0096 -0.1194 -0.0863
H 2.040574 -1.834538 -0.009709 -0.9812 -0.2456 1.1458
C 1.749791 0.945434 -0.098185 -0.5898 1.1408 1.5234
C 3.033935 0.139648 -0.148902 -0.6557 -1.6434 2.5675
H -1.889270 -0.437021 2.694753 -1.2696 0.9038 -0.2290
H 3.777945 0.464759 -0.810518 0.9879 0.9435 -0.8308
H 1.549998 1.055975 1.021420 -0.2095 -0.0788 -1.4946
O -2.999366 2.329012 -0.058498 0.3719 1.9490 0.0962
C -0.857652 -0.206123 1.073802 1.8419 -0.9395 0.3209
C -3.319593 0.022374 1.075080 -0.7677 0.2634 -0.7187
N 0.631786 0.307570 -0.708512 2.6431 -1.9819 -2.3806
C -2.028308 0.263380 1.818876 -0.6973 -0.2940 2.3091
S -3.297969 0.990828 -0.562101 -0.6399 -2.2427 0.9048
H 3.388035 0.140723 0.887064 0.6826 0.8966 -0.2223
H 0.000168 0.080493 1.754883 -0.5193 -1.0718 -0.8694
C -1.795579 0.277629 -1.182916 0.6723 0.3310 1.0293
H -4.267333 0.365910 1.570005 0.9878 -0.3162 -0.3554
H -1.739221 -4.752195 -1.327968 0.2375 -0.5560 -0.1647
H -0.925573 -1.296949 0.795407 0.3341 0.8147 0.8893
H 0.819133 0.109145 -1.707592 -0.8386 0.2663 1.0656
H -1.894801 1.300562 2.214973 -0.2552 -0.7293 -0.5626
N -2.183346 -3.082821 -0.736854 -0.2453 0.6798 0.2371
H 2.343515 3.027811 0.030721 0.5977 1.3596 1.1658
H -0.795877 1.539310 -0.021025 -0.0273 1.1978 0.4930

(7)
8
Properties=species:S:1:pos:R:3:forces:R:3 method="wB97M-V/def2-TZVPD" s2=9.2166 spin_multiplicity=6 max_force_ev_per_a=1.96 total_charge=+2 lumo_energy_ev="-13.98 / -15.70"
H 0.395603 -0.060965 0.602459 1.2612 0.9429 -0.7397
H -0.171890 1.288270 -1.105606 0.2054 0.0123 -0.7314
C 0.744861 0.649459 -1.188699 -0.2533 0.1389 -0.0432
Cl -1.133424 -1.401302 1.837115 -0.0172 -0.1586 0.0942
H 0.436207 -0.292698 -1.682283 -0.0675 0.1260 0.0547
O 1.112990 0.458055 0.130878 -0.7748 -1.2728 1.2796
H 1.584149 1.098906 -1.707438 -0.1720 0.2431 -0.0745
Fe -2.968499 -1.739726 3.113574 -0.1817 -0.0319 0.1605

(8)
12
Properties=species:S:1:pos:R:3:forces:R:3 method="wB97M-V/def2-TZVPD" smiles=O.O.O.O max_force_ev_per_a=0.67 lumo_energy_ev=0.03
H -2.232268 -0.213791 0.162198 -0.0116 0.0115 -0.0633
H -0.316371 -0.654163 2.530836 0.0748 -0.0347 -0.1441
H -1.353608 0.781333 -2.137267 0.0903 0.5406 -0.3524
H 0.549007 0.598082 2.377209 -0.0922 -0.0745 -0.0624
O 0.110478 -0.096522 1.868608 0.2713 0.1812 0.3023
O 2.349833 -1.775514 0.383584 0.0743 0.2057 -0.0049
H 2.945236 -1.420281 -0.285236 -0.0567 -0.0765 0.0378
H -0.414163 1.925282 -2.557705 -0.0402 -0.0152 0.0076
H -0.780793 0.287508 0.204399 -0.5877 -0.2427 -0.2247
O -1.169484 1.415804 -2.862913 -0.0583 -0.3932 0.1917
H 1.857307 -1.011410 0.709586 -0.0910 -0.1703 0.0046
O -1.545172 0.163675 -0.393295 0.4268 0.0681 0.3078